The following is a DFT calculation (wB97M-V/def2-TZVPD) of a 2-piece molecular cluster, C3H10N2O2 overall in a non-equilibrium geometry.

Results
Relative energy (zero: lowest compared OMol25 entry of this formula, charge and spin) = 94.9 kJ/mol
F_max = 0.056 hartree/bohr
Total charge = 0
SMILES = CC(=O)NCN.O
HOMO level = -9.6 eV

Last column: Mulliken charge in e.
Geometry (Å):
O1 0.30116 -1.37438 0.55351  -0.60
O2 -2.72033 -1.27604 1.23347  -0.63
N1 0.76772 0.65858 -0.40650  -0.18
N2 -0.66610 2.08958 -1.60235  -0.65
C1 -0.57978 0.86261 -0.86079  -0.25
C2 1.09188 -0.51270 0.24161  0.66
C3 2.52933 -0.43157 0.78230  -1.22
H1 2.66117 -1.35843 1.34828  0.32
H2 2.84320 0.43256 1.38451  0.34
H3 -0.75356 2.91992 -1.03353  0.23
H4 -1.21957 0.88087 0.05000  0.28
H5 -1.85762 -1.48840 0.83500  0.33
H6 -1.45477 2.08882 -2.23544  0.24
H7 1.61304 1.18307 -0.54010  0.23
H8 -0.96586 0.04083 -1.45842  0.28
H9 -3.24949 -1.40195 0.43312  0.31
H10 3.26862 -0.47191 -0.06144  0.34